i.
Molecular formula: C7H8O2
Method: DFT, ωB97M-V/def2-TZVPD

```
17
C7H8O2, DFT ωB97M-V/def2-TZVPD
C -2.13 0.99 -0.76
C -1.79 0.09 0.14
C -0.36 -0.09 0.34
C 0.36 -1.02 1.25
C 0.70 -1.10 -0.18
C 2.04 -0.34 -0.73
O 1.67 0.98 -0.31
C 0.49 1.18 0.20
O 0.22 2.28 0.57
H -3.25 1.08 -0.98
H -1.62 1.89 -1.08
H -2.47 -0.58 0.70
H -0.28 -1.69 1.73
H 1.10 -0.58 1.81
H 0.35 -1.91 -0.82
H 2.99 -0.53 -0.12
H 1.98 -0.66 -1.77
```

Its SMILES is C=C[C@@]12C[C@@H]1COC2=O. The HOMO energy comes out at -9.33 eV. For the frontier orbital gap, the calculation gives 10.233 eV.



ii.
Molecular formula: C7H8O2
Method: DFT, ωB97M-V/def2-TZVPD

```
17
C7H8O2, DFT ωB97M-V/def2-TZVPD
C -1.06 -0.78 -2.90
C 0.05 -0.09 -1.05
C -1.10 0.14 -0.18
C -0.93 0.31 1.28
C 0.32 0.34 1.84
C 1.43 0.17 1.03
C 1.26 0.00 -0.36
H -1.77 -1.54 -2.41
H -0.65 -1.33 -4.04
H -1.73 -0.26 -2.93
H -2.36 -0.19 -0.72
H -1.82 0.21 1.72
H -0.37 0.64 3.47
H 2.50 -0.14 1.43
H 2.48 -0.29 -1.02
O 0.02 -0.24 -2.31
O 0.47 0.54 3.13
```

The HOMO energy comes out at -8.11 eV. For the frontier orbital gap, the calculation gives 8.900 eV.



Stability check: which of them is most stable? i.



i.
Molecular formula: C3H2F2O
Method: DFT, ωB97M-V/def2-TZVPD

```
8
C3H2F2O, DFT ωB97M-V/def2-TZVPD
C 1.57 0.00 -0.82
C 0.42 -0.02 -0.45
C -0.99 -0.25 -0.19
O -1.22 -0.48 1.08
F -1.98 1.51 -0.30
F -1.72 -0.86 -1.07
H 2.58 0.14 -0.91
H -2.08 -0.27 1.56
```

The HOMO energy (spin up / spin down) comes out at -11.10 / -11.10 eV. For the frontier orbital gap (spin up / spin down), the calculation gives 10.224 / 10.223 eV.



ii.
Molecular formula: C3H2F2O
Method: DFT, ωB97M-V/def2-TZVPD

```
8
C3H2F2O, DFT ωB97M-V/def2-TZVPD
C 2.19 1.01 -0.88
C 0.11 -1.04 1.08
C -0.50 -0.04 0.55
O 3.31 0.92 -0.82
F 0.47 -0.98 2.35
F -0.88 -0.08 -0.75
H 0.49 -1.81 0.53
H -0.65 0.84 1.10
```

The HOMO energy comes out at -10.04 eV. For the frontier orbital gap, the calculation gives 11.159 eV.



iii.
Molecular formula: C3H2F2O
Method: DFT, ωB97M-V/def2-TZVPD

```
8
C3H2F2O, DFT ωB97M-V/def2-TZVPD
C -2.06 0.00 -0.04
C -0.90 -0.56 -0.04
C 2.49 0.47 0.00
O 2.50 1.62 0.28
F -0.46 -1.78 0.16
F 3.57 -0.26 -0.30
H -2.99 -0.54 0.16
H -2.15 1.06 -0.23
```

The HOMO energy (spin up / spin down) comes out at -10.38 / -9.74 eV. For the frontier orbital gap (spin up / spin down), the calculation gives 9.802 / 8.094 eV.



Stability check: which of them is most stable? ii.



i.
Molecular formula: C3H4OS
Method: DFT, ωB97M-V/def2-TZVPD

```
9
C3H4OS, DFT ωB97M-V/def2-TZVPD
C 0.41 0.30 0.53
C -0.97 -0.13 0.19
O -1.42 -1.44 -0.09
C -1.82 -0.32 -0.89
S -2.68 0.50 0.46
H 0.46 -0.06 1.55
H 0.69 1.32 0.53
H 1.06 -0.37 -0.06
H -1.76 -0.09 -2.00
```

Its SMILES is C[C@]12O[C@H]1S2. The HOMO energy comes out at -8.85 eV. For the frontier orbital gap, the calculation gives 9.712 eV.



ii.
Molecular formula: C3H4OS
Method: DFT, ωB97M-V/def2-TZVPD

```
9
C3H4OS, DFT ωB97M-V/def2-TZVPD
C -0.56 1.35 -1.16
C -0.69 0.41 -0.35
C 0.18 -0.51 0.42
O -2.56 1.12 1.39
S -2.59 0.39 0.07
H -1.08 2.23 -1.73
H 0.07 -0.42 1.47
H 1.19 -0.42 0.33
H 0.03 -1.55 0.26
```

The HOMO energy (spin up / spin down) comes out at -8.22 / -8.93 eV. For the frontier orbital gap (spin up / spin down), the calculation gives 7.254 / 8.234 eV.



Stability check: which of them is most stable? i.



i.
Molecular formula: C5H7NO2
Method: DFT, ωB97M-V/def2-TZVPD

```
15
C5H7NO2, DFT ωB97M-V/def2-TZVPD
C 2.78 -1.05 0.54
C 2.28 0.01 -0.21
C 0.77 0.42 -0.29
N 0.27 1.73 -0.34
C -0.05 -0.57 -0.53
C -1.63 -0.40 -0.05
O -2.60 -1.04 -0.45
O -1.86 0.51 1.07
H 2.19 -2.00 0.91
H 3.98 -0.98 0.59
H 3.19 0.61 -0.53
H -0.32 1.90 -0.97
H 0.96 2.63 0.16
H 0.06 -1.76 -0.58
H -1.15 1.31 1.11
```

Its SMILES is C=C/C(N)=C/C(=O)O. The HOMO energy comes out at -9.31 eV. For the frontier orbital gap, the calculation gives 9.436 eV.



ii.
Molecular formula: C5H7NO2
Method: DFT, ωB97M-V/def2-TZVPD

```
15
C5H7NO2, DFT ωB97M-V/def2-TZVPD
C 0.79 0.54 0.86
C 1.03 0.98 -0.64
C 0.22 1.84 0.60
C 0.40 -0.74 0.16
C -1.06 -0.86 -0.33
N -1.47 -2.14 -0.28
O 1.00 -1.79 0.46
O -1.68 0.05 -0.84
H 1.69 0.44 1.46
H -0.85 -2.82 0.13
H -2.34 -2.42 -0.70
H 2.06 1.24 -0.83
H 0.36 1.07 -1.47
H -0.82 1.91 0.35
H 0.68 2.70 1.09
```

The HOMO energy comes out at -8.89 eV. For the frontier orbital gap, the calculation gives 9.780 eV.



iii.
Molecular formula: C5H7NO2
Method: DFT, ωB97M-V/def2-TZVPD

```
15
C5H7NO2, DFT ωB97M-V/def2-TZVPD
C 2.36 -0.18 0.03
C 0.10 -0.63 -0.02
C -1.10 -1.45 0.05
C -2.10 -0.44 -0.07
C -0.21 0.70 -0.10
H 2.59 0.18 1.11
H 1.98 0.82 -0.50
H 3.26 -0.80 -0.40
H -1.21 -2.55 0.51
H -3.11 -0.70 0.03
H -2.10 1.62 -0.65
H -0.13 2.45 -0.33
N -1.57 0.75 0.13
O 1.39 -1.08 -0.13
O 0.54 1.80 0.13
```

The HOMO energy comes out at -7.76 eV. For the frontier orbital gap, the calculation gives 7.960 eV.



iv.
Molecular formula: C5H7NO2
Method: DFT, ωB97M-V/def2-TZVPD

```
15
C5H7NO2, DFT ωB97M-V/def2-TZVPD
C 0.53 -1.20 0.35
C -0.21 -0.18 1.26
C 1.22 0.27 -0.02
C 0.18 1.00 -0.81
C -1.03 0.73 0.12
H -0.73 -1.33 -0.88
H 1.34 -1.64 0.94
H -0.70 -0.43 2.31
H 2.36 0.42 -0.06
H 0.38 1.88 -1.32
H -1.55 0.46 -1.96
H -1.75 1.47 0.42
N -0.94 0.09 -1.24
O -0.09 -2.09 -0.47
O 0.99 0.57 1.35
```

The HOMO energy comes out at -8.98 eV. For the frontier orbital gap, the calculation gives 9.767 eV.



Stability check: which of them is most stable? ii.



i.
Molecular formula: C5H12N4
Method: DFT, ωB97M-V/def2-TZVPD

```
21
C5H12N4, DFT ωB97M-V/def2-TZVPD
H -2.65 -2.51 0.39
N -2.03 -1.78 0.03
C -1.46 -1.12 0.96
N -1.62 -1.34 2.29
C -0.47 0.31 0.52
N -0.94 1.42 0.90
H -1.86 1.30 1.34
N 0.72 -0.09 0.07
C 0.93 -1.25 -0.79
C 1.62 1.27 -0.40
C 1.12 1.91 -1.67
H -2.45 -1.84 2.60
H -1.14 -0.70 2.92
H 0.42 -1.11 -1.75
H 2.00 -1.40 -0.97
H 0.56 -2.16 -0.31
H 1.62 1.96 0.44
H 2.63 0.86 -0.52
H 0.12 2.33 -1.55
H 1.78 2.74 -1.97
H 1.09 1.20 -2.51
```

Its SMILES is [H]/N=C(N)/C(=N\[H])N(C)CC. The HOMO energy comes out at -8.83 eV. For the frontier orbital gap, the calculation gives 9.800 eV.



ii.
Molecular formula: C5H12N4
Method: DFT, ωB97M-V/def2-TZVPD

```
21
C5H12N4, DFT ωB97M-V/def2-TZVPD
C -0.25 -1.38 1.91
C 0.89 -0.80 1.12
N 0.45 -0.43 -0.33
C 1.59 0.13 -1.05
N 0.05 -1.67 -0.96
H -0.14 -1.18 2.97
H -0.38 -2.44 1.71
H -1.23 -0.85 1.49
H 1.72 -1.50 1.03
H 1.23 0.15 1.54
H 1.29 0.37 -2.07
H 1.90 1.04 -0.55
H 2.42 -0.59 -1.10
H -0.85 -1.91 -0.54
H -0.15 -1.45 -1.93
C -1.33 2.96 -0.75
N -0.71 1.86 -0.81
C -1.23 0.72 -0.33
N -2.08 0.06 0.15
H -2.33 3.08 -0.33
H -0.84 3.84 -1.18
```

Its SMILES is CCN(C)N.C=NC#N. The HOMO energy comes out at -8.05 eV. For the frontier orbital gap, the calculation gives 8.295 eV.



Stability check: which of them is most stable? i.



i.
Molecular formula: C4H10NO3
Method: DFT, ωB97M-V/def2-TZVPD

```
18
C4H10NO3, DFT ωB97M-V/def2-TZVPD
C 0.42 -1.53 0.25
N 0.35 -0.37 -0.45
C 0.19 -0.44 -1.90
C 0.90 0.81 0.16
C 0.60 1.09 1.84
O -0.21 2.07 2.02
O -0.06 -2.59 -0.14
H 0.99 -1.53 1.18
H -0.88 -0.58 -2.10
H 0.59 0.36 -2.51
H 0.66 -1.37 -2.26
H 1.94 1.00 -0.22
H 0.49 1.76 -0.23
H 1.70 1.29 2.14
H 0.27 0.08 2.16
H -1.89 -0.19 -0.09
H -3.22 0.52 0.21
O -2.85 -0.35 -0.06
```

As for the total charge: -1. The HOMO energy comes out at -3.07 eV. For the frontier orbital gap, the calculation gives 6.749 eV.



ii.
Molecular formula: C4H10NO3
Method: DFT, ωB97M-V/def2-TZVPD

```
18
C4H10NO3, DFT ωB97M-V/def2-TZVPD
C -0.87 -1.20 -2.16
C -0.85 -0.69 -0.70
N 0.46 -0.25 -0.31
C 0.66 1.20 -0.23
C 0.21 1.92 1.05
O -0.20 1.22 2.01
O 0.32 3.16 1.00
H -1.86 -1.29 -2.62
H -0.35 -2.16 -2.16
H -0.18 -0.54 -2.71
H -1.61 0.10 -0.58
H -1.21 -1.52 -0.07
H 0.82 -0.73 0.51
H 0.23 1.71 -1.10
H 1.74 1.35 -0.33
H 0.39 -0.29 2.39
H 1.44 -0.85 3.34
O 0.83 -1.14 2.66
```

As for the total charge: -1. The HOMO energy comes out at -4.06 eV. For the frontier orbital gap, the calculation gives 7.981 eV.



Stability check: which of them is most stable? ii.



i.
Molecular formula: C4H8NO
Method: DFT, ωB97M-V/def2-TZVPD

```
14
C4H8NO, DFT ωB97M-V/def2-TZVPD
C -0.41 -0.74 0.08
C -1.69 -0.68 0.26
C 1.65 -0.09 0.64
C -2.70 0.34 -0.29
N 2.87 0.19 -0.22
O 0.72 -0.61 -0.30
H -2.26 -1.45 0.94
H 1.26 0.79 1.12
H -2.18 0.91 -1.16
H -2.97 1.03 0.59
H -3.66 -0.13 -0.42
H 3.70 0.16 0.29
H 2.78 1.04 -0.73
H 2.91 -0.75 -0.80
```

As for the total charge: +1. The HOMO energy (spin up / spin down) comes out at -10.23 / -12.79 eV. For the frontier orbital gap (spin up / spin down), the calculation gives 6.044 / 6.274 eV. Its spin multiplicity is 3.



ii.
Molecular formula: C4H8NO
Method: DFT, ωB97M-V/def2-TZVPD

```
14
C4H8NO, DFT ωB97M-V/def2-TZVPD
C -1.54 1.18 -0.27
C -0.34 0.98 0.17
C -1.38 -0.04 0.57
C 1.16 0.89 0.02
N 1.42 -0.60 -0.07
O -1.09 -1.38 -0.16
H -2.21 1.71 -0.93
H -1.81 -0.31 1.51
H 1.82 1.07 0.80
H 1.39 1.46 -0.88
H 0.43 -1.25 -0.43
H 1.65 -1.04 0.87
H 2.27 -0.69 -0.71
H -1.77 -1.99 -0.48
```

As for the total charge: +1. The HOMO energy (spin up / spin down) comes out at -9.25 / -14.33 eV. For the frontier orbital gap (spin up / spin down), the calculation gives 5.808 / 5.767 eV. Its spin multiplicity is 3.



Stability check: which of them is most stable? i.